Record 1
27
Properties=species:S:1:pos:R:3:forces:R:3:mulliken_charge:R:1 method="wB97M-V/def2-TZVPD" mol_weight_da=169.2 total_charge=0 gap_ev=9.182 e_homo_ev=-8.39 e_above_lowest_kj_mol=1038.4
C 0.76607 4.33941 -0.52176 0.9 -0.4 -0.5 -0.8327
C 0.07191 2.95384 -0.82852 -2.1 -4.1 -2.4 0.6213
C -0.63329 0.68788 0.20585 -0.7 0.2 1.9 -0.0431
C -1.02198 -0.06304 1.68305 3.7 1.8 -0.6 -0.8831
C -0.01464 -1.37811 1.70865 -3.4 0.9 -4.4 -0.2215
C -0.54258 -2.67909 0.53186 -1.4 -0.3 1.5 -0.3713
C 0.49872 -2.66421 -0.73780 -1.1 -0.4 -0.9 -0.9180
C 0.28145 -1.10599 -1.44681 6.1 -1.9 -1.7 -0.8649
C 0.19216 -0.42573 -0.21528 -2.7 0.3 1.6 -0.1465
H 1.64565 4.26369 -1.60824 -3.0 1.1 3.6 0.2669
H -0.05629 5.34045 -0.32193 2.7 -3.3 -1.3 0.2601
H 1.39201 4.23147 0.46651 -1.2 0.2 -2.1 0.2634
H -1.54552 0.79196 -0.29403 -1.5 -0.6 -1.2 0.5536
H -0.97663 0.66801 2.53525 0.5 -1.0 -0.6 0.3491
H -1.98255 -0.38221 1.59518 -2.9 -0.9 -0.3 0.3772
H 0.00836 -1.71785 2.67604 1.1 -1.1 2.2 0.7585
H -0.47373 -3.52007 1.44496 -0.5 1.2 -3.4 0.2933
H -1.66867 -2.46983 -0.04967 2.8 -1.3 2.4 0.2705
H 1.50102 -3.09925 -0.51085 -0.2 1.6 0.4 0.2465
H 0.35151 -3.44232 -1.49877 -1.4 0.2 0.1 0.4109
H 1.03004 -0.64662 -2.15547 1.1 -1.4 0.6 0.3538
H -0.45735 -0.87042 -2.12206 -3.1 -0.5 -0.9 0.4260
H -0.82673 -1.03113 -0.22055 1.4 1.0 1.5 -0.2320
H 1.88738 -1.45093 0.51029 -3.1 1.3 2.0 0.4457
N 1.00780 -0.88496 0.91789 4.2 1.2 -2.2 -0.4363
O -0.22336 2.51596 -1.97735 1.3 2.3 3.4 -0.5619
O -0.21075 2.03908 0.23357 2.5 4.0 1.2 -0.3853

Record 2
9
Properties=species:S:1:pos:R:3:forces:R:3:mulliken_charge:R:1 method="wB97M-V/def2-TZVPD" mol_weight_da=81.1 total_charge=0 gap_ev="7.672 / 7.213" e_homo_ev="-8.95 / -8.67" e_above_lowest_kj_mol=576.3
C -2.89004 1.58835 -0.11789 -0.5 0.8 0.1 0.5517
C -0.41047 0.55115 -0.62596 -3.6 0.4 1.6 0.0980
C -2.16241 0.54317 0.45348 4.7 4.3 -2.3 -0.6058
C 0.91048 0.12807 -0.34097 1.0 -1.3 -2.8 -0.1623
N -3.39064 2.59363 -0.43344 0.2 -0.9 0.1 -0.4051
O 0.52361 1.39293 -0.97164 -1.4 0.0 -0.3 -0.2346
H -2.43183 -0.41307 0.51758 -1.2 -3.7 -0.1 0.2984
H 1.29919 0.33983 0.55299 1.4 0.3 3.6 0.2454
H 1.50795 -0.54257 -0.96764 -0.6 0.1 0.0 0.2144

Record 3
17
Properties=species:S:1:pos:R:3:forces:R:3:mulliken_charge:R:1 method="wB97M-V/def2-TZVPD" mol_weight_da=124.2 total_charge=-1 gap_ev=6.293 e_homo_ev=-3.02 e_above_lowest_kj_mol=147.7
C -0.52121 -1.31629 0.07051 0.0 2.3 -0.1 -0.4455
O -0.98449 -1.28118 -1.15587 0.2 -0.5 0.0 -0.8724
C 0.17635 0.27479 0.52076 0.1 -2.0 -1.1 0.1060
C -0.63487 0.84091 1.58585 1.2 0.2 2.7 -0.8831
S 0.47885 1.68445 3.01791 -0.8 0.0 -0.9 -0.3580
N 0.29719 1.08834 -0.66604 -0.1 0.5 2.1 -0.6140
H -1.29079 -1.45332 0.85982 0.2 -0.4 0.2 0.2635
H 0.41151 -1.87630 0.30841 -0.4 -0.7 -0.2 0.1764
H 1.10118 -0.19975 0.91463 -0.2 1.2 -0.3 0.3810
H -0.87195 0.03635 2.25960 -0.9 -0.4 0.0 0.3081
H -1.47235 1.49881 1.39869 0.0 0.0 -0.4 0.3509
H 1.24344 2.28908 2.12234 0.4 0.4 -0.1 0.1054
H -0.52425 0.92133 -1.23021 0.6 -0.4 -0.9 0.2445
H 1.23353 1.18162 -1.00217 -0.2 -0.2 -0.8 0.2337
H 0.47208 -1.87998 -2.60689 -0.6 0.0 0.1 0.3708
H 0.32946 -0.47418 -2.99527 -0.1 -0.7 -0.2 0.3189
O 0.55631 -1.33467 -3.40205 0.5 0.7 -0.1 -0.6861